# C34H48N3PTm

C34H48N3PTm as an isolated structure at a distorted geometry (ωB97M-V/def2-TZVPD, the Open Molecules 2025 dataset).

The value obtained for the orbital gap (alpha / beta) is 4.063 / 4.077 eV. As for the LUMO energy (alpha / beta): 0.0901 / 0.0901 Ha. For the total energy, the calculation gives -2915.10525 Ha. As for the net charge: -1. As for the HOMO energy (alpha / beta): -1.61 / -1.63 eV. As for the spin multiplicity: 3.

Structure (XYZ):
```
87
C34H48N3PTm | the Open Molecules 2025 dataset | ωB97M-V/def2-TZVPD
Tm -0.419 0.156 1.245
N 3.661 1.521 0.120
N -1.218 2.502 2.369
C -2.017 -1.817 0.600
C -2.284 -1.425 1.947
C -1.079 -1.579 2.710
C -0.783 -0.901 3.997
H -1.682 -0.404 4.388
H 0.039 -0.150 3.864
H -0.443 -1.622 4.759
C -0.095 -2.177 1.843
C 1.318 -2.465 2.168
H 1.540 -3.546 2.130
H 1.609 -2.083 3.158
H 1.977 -1.987 1.397
C -0.679 -2.299 0.533
C -0.055 -2.997 -0.621
H 0.844 -2.467 -0.981
H -0.749 -3.102 -1.477
H 0.275 -4.016 -0.343
C -3.592 -0.963 2.483
H -3.961 -1.619 3.289
H -4.343 -0.962 1.681
H -3.505 0.049 2.908
C -3.010 -1.915 -0.506
H -2.542 -1.696 -1.476
H -3.844 -1.217 -0.374
H -3.431 -2.933 -0.562
C 4.203 2.361 -0.743
H 5.112 2.037 -1.267
C 3.686 3.633 -1.024
H 4.188 4.250 -1.770
C 2.497 4.039 -0.402
H 2.068 5.030 -0.581
C 1.904 3.184 0.511
H 1.017 3.455 1.114
C 2.476 1.864 0.728
C 1.794 0.893 1.476
H 2.395 0.447 2.287
C -1.592 2.125 1.147
C -2.091 3.528 2.777
H -1.986 4.110 3.680
C -3.057 3.688 1.824
H -3.867 4.400 1.778
N -2.744 2.806 0.789
C -3.456 2.470 -0.386
C -4.742 1.914 -0.285
C -5.317 1.351 -1.435
H -6.299 0.862 -1.362
C -4.664 1.409 -2.673
C -5.348 1.006 -3.952
H -4.729 0.306 -4.528
H -5.531 1.879 -4.596
H -6.313 0.539 -3.736
C -3.335 1.848 -2.711
H -2.773 1.788 -3.653
C -2.714 2.375 -1.577
C -1.296 2.830 -1.671
H -1.214 3.912 -1.859
H -0.800 2.313 -2.504
H -0.701 2.615 -0.771
C -5.486 1.846 1.006
H -6.205 2.675 1.089
H -4.839 1.876 1.886
H -6.065 0.912 1.056
C 5.190 -1.655 1.589
C 4.904 -1.218 0.146
P 3.225 -1.697 -0.466
C 3.018 -1.002 -2.168
C 4.192 -1.114 -3.145
C 3.385 -3.519 -0.814
C 4.764 -4.040 -1.201
H 4.546 -1.114 2.297
H 5.036 -2.733 1.743
H 6.231 -1.432 1.871
H 4.895 -0.112 0.110
H 5.667 -1.591 -0.549
H 2.147 -1.545 -2.568
H 2.694 0.040 -2.021
H 4.370 -2.159 -3.439
H 3.955 -0.565 -4.067
H 5.119 -0.687 -2.742
H 2.973 -4.028 0.077
H 2.665 -3.714 -1.629
H 5.531 -3.812 -0.451
H 4.717 -5.131 -1.304
H 5.069 -3.632 -2.175
```

# C34H49BCrN10O2S

C34H49BCrN10O2S as an isolated structure at a distorted geometry (ωB97M-V/def2-TZVPD, the Open Molecules 2025 dataset).

The value obtained for the orbital gap (alpha / beta) is 5.794 / 6.313 eV. As for the LUMO energy (alpha / beta): -0.1680 / -0.1490 Ha. For the total energy, the calculation gives -3490.46132 Ha. As for the net charge: +1. As for the HOMO energy (alpha / beta): -10.37 / -10.37 eV. As for the spin multiplicity: 2.

Structure (XYZ):
```
98
C34H49BCrN10O2S | the Open Molecules 2025 dataset | ωB97M-V/def2-TZVPD
Cr -0.273 -0.272 0.088
C 1.288 4.608 1.738
C 0.620 3.687 0.777
C -0.067 4.016 -0.369
C -0.463 2.816 -0.963
N -0.087 1.791 -0.151
N 0.620 2.354 0.874
B 1.490 1.503 1.795
N 0.621 0.638 2.696
N -0.230 -0.335 2.248
C -0.784 -0.895 3.364
C -0.264 -0.242 4.486
C 0.616 0.708 4.031
C 1.430 1.655 4.843
C -1.785 -2.013 3.638
C -3.050 -1.379 4.244
C -2.209 -2.862 2.456
C -1.155 -2.981 4.659
N 2.364 0.609 0.896
N 1.801 -0.199 -0.040
C 2.802 -0.667 -0.817
C 4.010 -0.173 -0.326
C 3.694 0.631 0.756
C 4.615 1.439 1.602
C 2.652 -1.466 -2.095
C 1.493 -0.878 -2.909
C 3.943 -1.348 -2.916
C 2.399 -2.961 -1.830
C -1.065 2.833 -2.358
C -2.385 3.619 -2.308
C -1.283 1.454 -2.961
C -0.072 3.579 -3.265
H 1.062 5.633 1.454
H 0.939 4.442 2.757
H 2.371 4.478 1.724
H -0.221 5.011 -0.749
H 2.183 2.208 2.446
H -0.506 -0.440 5.514
H 1.226 1.485 5.897
H 2.497 1.510 4.670
H 1.186 2.689 4.602
H -3.620 -0.860 3.473
H -3.679 -2.164 4.668
H -2.818 -0.670 5.039
H -2.705 -2.262 1.703
H -1.352 -3.388 2.052
H -2.928 -3.606 2.802
H -0.898 -2.497 5.598
H -1.874 -3.771 4.880
H -0.253 -3.439 4.246
H 4.995 -0.364 -0.712
H 5.642 1.239 1.307
H 4.417 2.504 1.478
H 4.504 1.196 2.659
H 1.686 0.169 -3.150
H 1.358 -1.429 -3.840
H 0.560 -0.939 -2.338
H 4.216 -0.307 -3.087
H 4.768 -1.858 -2.417
H 3.794 -1.829 -3.882
H 1.336 -3.168 -1.786
H 2.817 -3.559 -2.640
H 2.875 -3.280 -0.901
H -3.077 3.149 -1.616
H -2.215 4.643 -1.975
H -2.829 3.658 -3.305
H -1.937 0.867 -2.340
H -1.748 1.545 -3.944
H -0.327 0.943 -3.090
H 0.086 4.604 -2.932
H 0.893 3.069 -3.283
H -0.464 3.610 -4.283
N -7.360 -0.338 -4.668
C -6.558 -0.264 -3.563
C -6.476 -1.339 -2.663
C -5.624 -1.284 -1.584
C -4.825 -0.162 -1.394
C -4.927 0.932 -2.246
C -5.782 0.880 -3.324
S -3.775 -0.025 0.013
O -3.514 1.365 0.250
O -4.297 -0.823 1.084
N -2.230 -0.632 -0.332
C -2.018 -1.943 -0.565
N -2.906 -2.821 -1.015
C -2.529 -4.088 -1.063
C -1.275 -4.524 -0.643
C -0.396 -3.549 -0.232
N -0.729 -2.259 -0.244
H -8.053 -1.064 -4.714
H -7.576 0.509 -5.161
H -7.101 -2.208 -2.824
H -5.579 -2.092 -0.873
H -4.353 1.822 -2.035
H -5.874 1.727 -3.993
H -3.270 -4.783 -1.444
H -1.009 -5.569 -0.639
H 0.589 -3.798 0.139
```

# C34H49BN5O8P3S3Sr

C34H49BN5O8P3S3Sr as an isolated structure at a distorted geometry (ωB97M-V/def2-TZVPD, the Open Molecules 2025 dataset).

The value obtained for the orbital gap is 7.016 eV. As for the LUMO energy: 0.0043 Ha. For the total energy, the calculation gives -4475.05402 Ha. As for the net charge: 0. As for the HOMO energy: -6.90 eV.

Structure (XYZ):
```
104
C34H49BN5O8P3S3Sr | the Open Molecules 2025 dataset | ωB97M-V/def2-TZVPD
Sr -0.004 0.011 1.008
C 5.181 2.533 0.587
N 3.986 3.292 0.896
C 3.970 4.621 1.269
C 2.673 4.973 1.364
N 1.887 3.889 1.052
B 0.375 3.985 0.628
N -0.732 3.865 1.811
C -2.000 4.338 1.553
C -2.890 3.611 2.256
N -2.152 2.670 2.965
C -2.739 1.702 3.868
C -0.846 2.820 2.662
S 0.579 1.940 3.034
C 2.707 2.846 0.767
S 2.330 1.207 0.401
H 5.893 2.606 1.407
H 5.636 2.918 -0.327
H 4.876 1.505 0.412
H 4.868 5.191 1.424
H 2.240 5.924 1.619
H 0.223 3.013 -0.036
H 0.187 5.070 0.134
H -2.171 5.149 0.868
H -3.963 3.619 2.303
H -3.544 1.173 3.351
H -3.184 2.206 4.728
H -1.967 1.029 4.246
N -1.741 -0.767 1.936
C -1.923 -1.231 0.376
C -3.336 -1.906 0.306
P -2.558 0.554 -0.216
O -2.775 0.402 -1.800
O -3.888 0.755 0.411
O -1.483 1.551 0.114
P -0.472 -2.565 -0.003
O -1.150 -3.939 0.513
O -0.023 -2.871 -1.382
O 0.659 -2.148 0.953
H -1.819 0.322 1.855
H -0.899 -1.533 1.799
H -2.496 -1.099 2.537
H -3.936 -1.634 1.170
H -3.275 -2.993 0.267
H -3.901 -1.557 -0.553
H -3.730 0.425 -1.946
H -1.178 -4.498 -0.277
C 3.782 0.155 3.732
C 2.987 -1.119 3.435
C 1.847 -1.318 4.439
S 0.157 -1.320 3.765
O -0.761 -0.910 4.874
C -0.103 -3.139 3.803
C -1.584 -3.479 3.678
C -1.847 -4.969 3.906
H 4.555 0.280 2.972
H 4.241 0.114 4.720
H 3.141 1.034 3.660
H 3.657 -1.978 3.496
H 2.638 -1.042 2.411
H 1.802 -0.448 5.097
H 1.950 -2.230 5.022
H 0.227 -3.397 4.811
H 0.468 -3.662 3.037
H -1.892 -3.308 2.638
H -2.203 -2.850 4.317
H -1.130 -5.565 3.341
H -2.844 -5.222 3.544
H -1.787 -5.233 4.962
O 0.001 -0.251 -1.272
P -0.149 -0.593 -2.747
C -0.260 1.110 -3.464
C -1.115 1.592 -4.452
C -1.070 2.923 -4.846
C -0.183 3.802 -4.244
C 0.650 3.341 -3.237
C 0.618 2.010 -2.855
C -1.441 -1.552 -3.618
C -2.359 -2.402 -3.008
C -3.390 -2.994 -3.718
C -3.515 -2.765 -5.081
C -2.575 -1.973 -5.718
C -1.558 -1.365 -4.996
C 1.494 -1.093 -3.359
C 2.530 -1.091 -2.432
C 3.814 -1.453 -2.815
C 4.069 -1.855 -4.116
C 3.037 -1.868 -5.044
C 1.758 -1.489 -4.668
H -1.868 0.960 -4.898
H -1.744 3.272 -5.618
H -0.164 4.843 -4.541
H 1.319 4.014 -2.715
H 1.233 1.691 -2.022
H -2.243 -2.667 -1.972
H -4.096 -3.626 -3.194
H -4.318 -3.221 -5.644
H -2.629 -1.822 -6.789
H -0.843 -0.755 -5.526
H 2.335 -0.819 -1.406
H 4.606 -1.424 -2.078
H 5.063 -2.167 -4.408
H 3.223 -2.181 -6.063
H 0.977 -1.500 -5.413
```

# C34H49ClO3P4Re

C34H49ClO3P4Re as an isolated structure at a distorted geometry (ωB97M-V/def2-TZVPD, the Open Molecules 2025 dataset).

The value obtained for the orbital gap (alpha / beta) is 6.858 / 4.375 eV. As for the LUMO energy (alpha / beta): -0.1894 / -0.2874 Ha. For the total energy, the calculation gives -3453.96238 Ha. As for the net charge: +2. As for the HOMO energy (alpha / beta): -12.01 / -12.20 eV. As for the spin multiplicity: 4.

Structure (XYZ):
```
92
C34H49ClO3P4Re | the Open Molecules 2025 dataset | ωB97M-V/def2-TZVPD
P 1.630 1.131 -3.809
C 3.271 1.356 -3.158
C 4.340 0.716 -3.832
H 4.138 -0.199 -4.378
C 5.597 1.310 -3.817
H 6.390 0.930 -4.449
C 5.853 2.402 -2.985
H 6.830 2.895 -3.006
C 4.860 2.838 -2.102
H 5.095 3.633 -1.392
C 3.565 2.325 -2.167
H 2.763 2.671 -1.503
C 0.915 -0.483 -3.569
C 1.633 -1.494 -2.875
H 2.434 -1.209 -2.190
C 1.365 -2.845 -3.123
H 1.949 -3.614 -2.611
C 0.407 -3.224 -4.065
H 0.293 -4.279 -4.346
C -0.399 -2.240 -4.643
H -1.174 -2.546 -5.344
C -0.204 -0.889 -4.348
H -0.859 -0.137 -4.786
C 0.541 2.538 -3.780
C 0.642 3.427 -4.877
H 1.501 3.298 -5.527
C -0.338 4.387 -5.094
H -0.302 5.048 -5.961
C -1.392 4.537 -4.171
H -2.169 5.292 -4.348
C -1.433 3.739 -3.013
H -2.243 3.892 -2.285
C -0.471 2.747 -2.811
H -0.479 2.143 -1.900
Re 0.104 0.070 2.620
C -1.516 -1.161 2.115
C -1.810 -1.412 0.799
H -2.161 -1.608 2.882
C -0.919 -0.735 -0.237
O -1.760 0.185 -1.007
H -1.367 0.380 -1.871
C 0.081 -0.030 0.558
H -0.402 -1.498 -0.848
C 0.696 0.995 1.103
Cl 2.065 1.266 3.435
P -1.292 2.024 2.797
P 1.624 -1.774 2.548
C -0.800 3.112 4.163
H 0.219 3.477 3.982
H -0.814 2.566 5.113
H -1.503 3.953 4.197
C -1.343 3.174 1.383
H -2.018 2.781 0.611
H -0.344 3.292 0.949
H -1.705 4.151 1.727
C -3.034 1.576 3.017
H -3.126 0.806 3.793
H -3.419 1.172 2.072
H -3.600 2.473 3.303
C 2.516 -2.034 4.105
H 1.851 -2.521 4.827
H 2.844 -1.069 4.507
H 3.384 -2.671 3.896
C 0.880 -3.387 2.154
H 0.487 -3.374 1.129
H 0.050 -3.579 2.844
H 1.642 -4.172 2.255
C 2.969 -1.637 1.319
H 3.313 -0.599 1.244
H 2.612 -1.976 0.338
H 3.799 -2.276 1.651
P -3.133 -2.479 0.159
C -3.758 -3.469 1.514
C -2.515 -3.560 -1.152
H -4.108 -2.813 2.322
H -2.961 -4.120 1.898
H -4.593 -4.103 1.183
H -2.166 -2.973 -2.013
H -3.308 -4.246 -1.494
H -1.681 -4.165 -0.770
C -4.468 -1.476 -0.520
H -4.809 -0.762 0.239
H -5.321 -2.102 -0.819
H -4.108 -0.917 -1.393
H 1.313 1.822 0.791
C -1.552 -0.974 6.503
O -1.223 -0.764 5.122
C -0.041 -0.096 4.898
O 0.655 0.280 5.816
H -0.786 -1.579 6.996
H -2.494 -1.518 6.486
H -1.690 -0.021 7.024
```

# C34H49O20PS

C34H49O20PS as an isolated structure (ωB97M-V/def2-TZVPD, the Open Molecules 2025 dataset).

The value obtained for the orbital gap is 9.065 eV. As for the LUMO energy: 0.0142 Ha. For the total energy, the calculation gives -3569.50813 Ha. As for the net charge: 0. As for the HOMO energy: -8.68 eV.

Structure (XYZ):
```
105
C34H49O20PS | the Open Molecules 2025 dataset | ωB97M-V/def2-TZVPD
C -4.260 0.768 0.399
S -2.689 0.079 0.067
O -2.801 -1.335 -0.117
O -1.733 0.582 0.996
O -2.303 0.627 -1.423
P -2.011 2.204 -1.705
O -2.771 3.136 -0.879
O -2.318 2.258 -3.258
C -3.333 1.453 -3.846
C -2.882 0.060 -4.253
O -3.684 -0.774 -4.577
O -1.531 -0.135 -4.330
O -0.457 2.218 -1.633
C 0.294 3.368 -1.101
C 0.441 3.249 0.377
C 1.297 2.291 0.900
C 1.405 2.130 2.269
C 0.677 2.935 3.121
C -0.171 3.903 2.610
C -0.294 4.048 1.237
H -4.753 0.089 1.086
H -4.098 1.731 0.876
H -4.845 0.916 -0.502
H -3.637 1.969 -4.757
H -4.213 1.364 -3.212
H -1.136 -0.157 -3.450
H -0.160 4.311 -1.398
H 1.262 3.286 -1.583
H 1.878 1.657 0.239
H 2.062 1.364 2.655
H 0.755 2.810 4.192
H -0.749 4.539 3.263
H -0.970 4.782 0.818
O 3.640 3.438 -1.573
C 3.858 2.604 -2.402
O 3.666 2.833 -3.723
C 3.895 1.629 -4.476
C 4.778 0.758 -3.587
C 4.315 1.173 -2.191
H 2.927 1.165 -4.676
H 4.356 1.901 -5.422
H 4.671 -0.304 -3.798
H 5.826 1.027 -3.724
H 3.458 0.591 -1.849
H 5.091 1.130 -1.433
O -0.347 -7.606 -0.641
C -0.992 -6.604 -0.555
O -2.201 -6.575 0.054
C -2.794 -5.268 -0.067
C -1.630 -4.318 -0.314
C -0.657 -5.218 -1.078
H -3.496 -5.287 -0.903
H -3.342 -5.055 0.847
H -1.922 -3.415 -0.838
H -1.188 -4.022 0.639
H -0.840 -5.208 -2.153
H 0.389 -4.991 -0.893
O 4.153 -0.926 0.511
C 3.205 -1.468 1.004
O 2.560 -0.954 2.076
C 1.526 -1.850 2.523
C 1.202 -2.713 1.310
C 2.554 -2.774 0.595
H 1.918 -2.434 3.358
H 0.685 -1.254 2.868
H 0.789 -3.684 1.575
H 0.476 -2.198 0.679
H 3.175 -3.595 0.956
H 2.471 -2.837 -0.483
O -6.979 0.716 1.685
C -7.768 1.099 0.873
O -7.383 1.740 -0.255
C -8.533 2.180 -1.003
C -9.673 1.278 -0.543
C -9.281 0.995 0.907
H -8.710 3.231 -0.766
H -8.306 2.092 -2.062
H -10.652 1.738 -0.662
H -9.664 0.350 -1.116
H -9.655 1.755 1.594
H -9.581 0.013 1.260
O 2.338 -4.889 -3.061
C 3.465 -5.050 -2.702
O 4.008 -4.314 -1.702
C 5.401 -4.633 -1.537
C 5.561 -6.027 -2.136
C 4.503 -6.017 -3.240
H 5.989 -3.880 -2.065
H 5.641 -4.584 -0.478
H 6.573 -6.225 -2.483
H 5.306 -6.780 -1.390
H 4.887 -5.612 -4.178
H 4.053 -6.987 -3.427
O 0.979 5.653 5.264
C 2.064 5.250 5.556
O 2.924 4.745 4.641
C 4.104 4.240 5.286
C 4.174 4.968 6.625
C 2.694 5.179 6.937
H 3.994 3.160 5.404
H 4.956 4.438 4.640
H 4.720 4.411 7.383
H 4.665 5.933 6.495
H 2.257 4.329 7.464
H 2.486 6.089 7.491
```

Number 4 is which compound?
C34H49ClO3P4Re

Which of these has the lowest net charge?
C34H48N3PTm

Among the records above, which one has the highest net charge?
C34H49ClO3P4Re